Density functional theory data (wB97M-V/def2-TZVPD) for C4H5NO2 in the gas phase.

Each line ends with the Löwdin charge.
CARTESIAN COORDINATES (ANGSTROEM)
N: -2.5644 0.1813 -0.6088  0.062
C: -1.4847 -0.3329 -0.0141  -0.174
C: 1.1633 -0.9923 0.6068  0.073
C: 1.6842 0.0436 0.0149  -0.281
O: 2.5376 0.6143 -0.8367  0.105
C: 0.5633 0.3370 0.8914  -0.241
O: -0.7010 0.7024 0.3170  -0.087
H: -2.6801 1.1765 -0.7820  0.101
H: -3.2817 -0.4438 -0.9356  0.080
H: 1.0611 -2.0518 0.7720  0.101
H: 3.0433 -0.0850 -1.2747  0.124
H: 0.6593 0.8507 1.8497  0.136


Density functional theory data (wB97M-V/def2-TZVPD) for a molecular structure, C26H18N3O7Pr.

Output
multiplicity	3
net charge	-2
expectation value of S²	2.00

Each line ends with the Löwdin charge.
CARTESIAN COORDINATES (ANGSTROEM)
Pr: 1.2481 0.2708 0.5815  1.204
O: -1.0726 0.5033 -4.2945  0.038
C: 0.1579 0.9855 -4.4789  -0.279
C: 0.6404 1.0739 -5.7882  -0.036
C: 1.8986 1.5835 -6.0465  -0.119
C: 2.7083 2.0185 -5.0033  -0.116
C: 2.2392 1.9306 -3.7041  -0.023
C: 0.9762 1.4223 -3.4171  -0.052
C: 0.5673 1.3462 -1.9811  -0.444
O: 1.3541 1.8012 -1.0930  -0.139
N: -0.6278 0.8173 -1.7729  0.053
N: -0.9890 0.6984 -0.4404  -0.010
C: -2.1628 0.2431 -0.2537  -0.058
C: -2.8130 0.1930 1.0596  -0.111
C: -4.1325 0.6728 1.0569  -0.056
C: -4.8155 0.9433 2.2230  -0.113
C: -4.1756 0.7319 3.4413  -0.093
C: -2.9144 0.1741 3.4597  -0.024
C: -2.2203 -0.1502 2.2875  -0.045
O: -0.1946 -0.5795 3.5561  0.028
H: -1.2053 0.4954 -3.2923  0.071
H: 0.0013 0.7222 -6.5890  0.104
H: 2.2541 1.6390 -7.0698  0.088
H: 3.6989 2.4079 -5.2050  0.085
H: 2.8452 2.2483 -2.8653  0.112
H: -2.7857 0.0234 -1.1235  0.134
H: -4.5988 0.8806 0.0990  0.102
H: -5.8226 1.3421 2.1869  0.086
H: -4.6724 0.9824 4.3717  0.091
H: -2.4332 -0.0346 4.4075  0.124
O: 0.6527 1.2004 4.5568  0.034
C: 0.2872 0.7348 3.4862  -0.714
O: 0.3014 1.2913 2.3417  -0.121
C: -1.0044 -1.0911 2.4816  -0.424
C: -1.6390 -2.3745 2.9710  -0.023
C: -1.8843 -3.3754 2.1017  -0.117
C: -1.4331 -3.3040 0.7539  -0.062
C: -0.5262 -2.3112 0.4732  -0.228
N: -0.1960 -1.3288 1.3221  -0.017
C: 0.2543 -2.2987 -0.8482  -0.574
O: -0.0606 -3.0890 -1.7349  0.015
O: 1.1975 -1.4279 -0.9156  -0.141
H: -1.8970 -2.4217 4.0217  0.100
H: -2.3903 -4.2719 2.4490  0.087
H: -1.6286 -4.0800 0.0300  0.086
C: 3.6280 1.2331 1.5342  -0.209
C: 3.9876 0.7389 0.2599  -0.206
C: 3.8998 -0.6655 0.2967  -0.192
C: 3.4821 -1.0432 1.5905  -0.190
C: 3.3243 0.1286 2.3595  -0.207
H: 3.6987 2.2607 1.8605  0.101
H: 4.3667 1.3283 -0.5623  0.093
H: 4.1573 -1.3385 -0.5069  0.100
H: 3.3804 -2.0557 1.9529  0.102
H: 3.0881 0.1743 3.4130  0.105


Density functional theory data (wB97M-V/def2-TZVPD) for a molecular structure, C39H53As2FeGeN2O6SSe.

Output
multiplicity	2
expectation value of S²	0.78

Each line ends with the Löwdin charge.
CARTESIAN COORDINATES (ANGSTROEM)
Fe: -0.1067 0.6178 -0.8966  0.190
C: -0.3280 4.3450 -0.1121  -0.223
As: -1.2882 2.7155 -0.4791  1.184
C: -2.6460 3.3218 -1.7420  -0.256
C: -2.4099 2.4285 1.0648  -0.387
C: -2.7600 3.4201 1.9706  -0.088
C: -3.6472 3.1275 2.9962  -0.072
C: -4.1927 1.8552 3.1044  -0.069
C: -3.8340 0.8609 2.2061  -0.088
C: -2.9302 1.1388 1.1870  -0.368
As: -2.2454 -0.2291 -0.0198  1.211
C: -3.7543 -0.7074 -1.1365  -0.235
C: -2.1318 -1.7461 1.1732  -0.209
H: -0.9942 5.1988 -0.2292  0.046
H: 0.5131 4.4206 -0.7982  0.037
H: 0.0624 4.3171 0.9055  0.024
H: -3.3363 3.9788 -1.2152  0.040
H: -3.1856 2.4706 -2.1529  0.015
H: -2.1785 3.8639 -2.5621  0.019
H: -2.3335 4.4129 1.8907  0.104
H: -3.9128 3.8926 3.7142  0.108
H: -4.8891 1.6324 3.9021  0.108
H: -4.2511 -0.1320 2.3189  0.098
H: -3.9808 0.1034 -1.8268  0.024
H: -4.6254 -0.9202 -0.5180  0.036
H: -3.4636 -1.5858 -1.7087  0.030
H: -3.1201 -1.9252 1.5949  0.033
H: -1.4270 -1.5307 1.9746  0.049
H: -1.8134 -2.6135 0.6004  0.018
C: 4.3736 -4.6623 -5.3275  -0.049
C: 3.2948 -4.0795 -4.4565  -0.273
C: 2.0649 -4.7208 -4.3182  -0.038
C: 1.0773 -4.1988 -3.5007  -0.050
C: 1.3153 -3.0077 -2.8261  -0.276
C: 2.5351 -2.3574 -2.9330  -0.056
C: 3.5151 -2.9009 -3.7511  -0.021
S: -0.0099 -2.3170 -1.8822  0.565
O: -0.9612 -1.7171 -2.8062  -0.379
O: -0.5023 -3.4040 -1.0650  -0.312
N: 0.6570 -1.1558 -1.0021  -0.269
C: 1.3483 -1.5659 0.2188  -0.136
C: 1.0308 -0.5790 1.3306  -0.612
O: 1.4342 -0.7500 2.4596  0.076
O: 0.2826 0.4299 0.9652  -0.209
H: 3.9656 -5.3855 -6.0328  0.074
H: 5.1238 -5.1740 -4.7213  0.085
H: 4.8854 -3.8827 -5.8924  0.079
H: 1.8812 -5.6439 -4.8553  0.113
H: 0.1270 -4.7041 -3.3858  0.119
H: 2.7015 -1.4257 -2.4088  0.084
H: 4.4673 -2.3914 -3.8441  0.120
H: 2.4332 -1.5992 0.0824  0.132
H: 1.0280 -2.5517 0.5587  0.123
C: 0.2428 4.5602 4.9680  -0.052
C: 1.1157 4.7900 3.7599  -0.238
C: 1.3932 6.0947 3.3627  -0.069
C: 2.1971 6.3378 2.2603  -0.090
C: 2.7128 5.2834 1.5281  -0.048
C: 2.4352 3.9714 1.9054  -0.223
N: 2.8609 2.8652 1.1481  0.114
C: 3.8728 2.9087 0.1895  -0.182
C: 5.0782 3.5455 0.5159  -0.033
C: 6.1289 3.5958 -0.3752  -0.081
C: 6.0241 2.9847 -1.6204  -0.090
C: 4.8589 2.3175 -1.9349  -0.028
C: 3.7716 2.2724 -1.0580  -0.054
C: 2.5685 1.5122 -1.5450  -0.552
O: 2.6646 0.7530 -2.5029  0.010
O: 1.4666 1.7442 -0.9069  -0.185
C: 1.6476 3.7138 3.0413  -0.169
C: 1.3927 2.2857 3.4406  -0.022
H: -0.1135 5.5100 5.3657  0.072
H: 0.7857 4.0470 5.7640  0.084
H: -0.6248 3.9453 4.7254  0.072
H: 0.9837 6.9219 3.9299  0.101
H: 2.4141 7.3547 1.9582  0.100
H: 3.3054 5.4791 0.6447  0.110
H: 2.1260 2.1993 0.9463  0.107
H: 5.1793 3.9879 1.4981  0.118
H: 7.0437 4.0994 -0.0881  0.103
H: 6.8472 3.0135 -2.3217  0.098
H: 4.7520 1.8014 -2.8790  0.113
H: 2.3233 1.7164 3.4462  0.091
H: 0.7327 1.7665 2.7393  0.061
H: 0.9416 2.2106 4.4268  0.072
C: -1.7322 -1.5883 -5.8658  -0.213
Ge: -0.2239 -0.4297 -6.2963  0.753
C: 1.1270 -1.4127 -7.3128  -0.207
C: -0.8322 1.1437 -7.2882  -0.222
C: 0.6352 0.1684 -4.6333  -0.531
Se: -0.5433 1.1922 -3.4693  0.962
C: 0.3173 2.9030 -3.7691  -0.333
H: -2.2949 -1.8413 -6.7654  0.020
H: -2.3998 -1.0962 -5.1587  0.012
H: -1.3743 -2.5042 -5.3973  0.013
H: 0.7213 -1.7557 -8.2652  0.018
H: 1.4571 -2.2827 -6.7427  0.010
H: 1.9953 -0.7839 -7.5140  0.020
H: -1.4262 0.8449 -8.1522  0.017
H: 0.0149 1.7322 -7.6436  0.019
H: -1.4536 1.7757 -6.6516  0.008
H: 1.5104 0.7927 -4.8048  0.032
H: 0.9624 -0.6854 -4.0572  -0.018
H: 0.2239 3.1391 -4.8270  0.032
H: 1.3649 2.8372 -3.4795  0.031
H: -0.1874 3.6688 -3.1848  -0.001


Density functional theory data (wB97M-V/def2-TZVPD) for a molecular structure, C14H16Cl3F9O2Tc.

Output
multiplicity	4
net charge	-2
expectation value of S²	3.79

Each line ends with the Löwdin charge.
CARTESIAN COORDINATES (ANGSTROEM)
C: 0.9835 0.7426 -2.0299  -0.310
C: 2.0248 -0.0288 -1.4474  -0.343
C: 2.2827 0.4797 -0.1376  -0.385
C: 2.7923 -1.1105 -2.1128  -0.107
C: 1.3885 1.5951 0.0896  -0.399
C: 0.5745 1.7405 -1.0777  -0.369
C: -0.3003 2.9078 -1.3585  -0.054
C: 0.5132 0.6038 -3.4234  -0.057
C: 3.4706 0.1056 0.6725  -0.099
C: 1.5261 2.6216 1.1604  -0.073
Tc: 0.1319 -0.2051 0.0830  1.080
Cl: 0.4755 -2.4766 -0.5591  0.038
Cl: -1.7915 -0.1089 -1.2086  0.179
Cl: 0.9667 -0.3277 2.3988  0.165
H: 2.1680 -1.6584 -2.8261  0.060
H: 3.1702 -1.8308 -1.3800  0.055
H: 3.6549 -0.7041 -2.6588  0.081
H: 3.5335 -0.9831 0.7707  0.075
H: 3.4092 0.5293 1.6731  0.038
H: 4.4008 0.4488 0.1993  0.084
H: 1.7355 2.1435 2.1176  0.023
H: 0.6026 3.1909 1.2632  0.074
H: 2.3394 3.3260 0.9345  0.085
H: -0.6953 3.3203 -0.4286  0.076
H: -1.1572 2.6376 -1.9808  0.055
H: 0.2690 3.7033 -1.8631  0.083
H: 0.3189 -0.4492 -3.6610  0.082
H: 1.2731 0.9687 -4.1281  0.088
H: -0.4110 1.1607 -3.5831  0.075
O: -4.0573 2.2450 -1.8319  -0.705
H: -4.7284 2.7959 -1.3588  -0.230
F: -3.0194 -2.7601 -0.1864  0.123
C: -2.6239 -3.1276 1.0427  -0.524
F: -3.6581 -3.7729 1.6526  0.116
F: -1.6103 -4.0092 0.8971  0.091
C: -2.1619 -1.8656 1.8939  -0.302
O: -1.2884 -1.1076 1.2057  -0.543
C: -3.3953 -0.9275 2.3010  -0.497
F: -4.2849 -1.5620 3.1069  0.120
F: -2.9529 0.1784 2.9431  0.139
F: -4.0407 -0.5176 1.1877  0.148
C: -1.4469 -2.4216 3.1875  -0.546
F: -2.2395 -3.3249 3.8378  0.114
F: -0.2929 -3.0295 2.8521  0.102
F: -1.1632 -1.4297 4.0545  0.093


Density functional theory data (wB97M-V/def2-TZVPD) for 3 unconnected molecules or ions with the total composition C7H17N.

Each line ends with the Löwdin charge.
CARTESIAN COORDINATES (ANGSTROEM)
C: -0.9288 -1.1426 -0.4919  -0.204
C: -1.7505 -0.6260 0.6315  -0.289
C: -2.0713 -1.6567 1.7027  -0.077
C: 0.4958 -1.4846 0.0251  -0.242
N: 1.0061 -0.3609 0.8092  -0.047
C: 1.6977 0.5750 0.0901  -0.378
C: 2.0952 0.6446 -1.1986  -0.034
C: -0.1241 3.4176 -1.4099  -0.042
H: -1.3100 -2.0162 -1.0199  0.119
H: -0.7807 -0.4077 -1.2923  0.113
H: -0.8983 0.0320 1.0960  0.018
H: -2.5576 -0.0138 0.2532  0.114
H: -2.1655 -2.6557 1.3068  0.076
H: -1.1864 -1.6487 2.3418  0.080
H: -2.9104 -1.4122 2.3427  0.072
H: 0.5027 -2.3914 0.6408  0.110
H: 1.1255 -1.6575 -0.8529  0.099
H: 0.2374 3.1137 -2.3839  0.015
H: 2.0143 1.3914 0.7436  0.096
H: 2.8037 1.4509 -1.3598  0.046
H: -0.4524 0.8909 1.0727  0.310
H: 1.9058 -0.1303 -1.9192  0.034
H: 0.2738 2.6924 -0.6959  -0.019
H: -1.2018 3.2870 -1.5127  0.013
H: 0.0606 4.4560 -1.1665  0.017


Density functional theory data (wB97M-V/def2-TZVPD) for 2 unconnected molecules or ions with the total composition C2H4N2O2.

Each line ends with the Löwdin charge.
CARTESIAN COORDINATES (ANGSTROEM)
C: 0.3726 -0.1699 -0.0440  -0.383
C: 1.8853 -0.1849 0.0518  -0.090
N: -0.4553 -1.0506 0.2319  0.164
N: -2.6103 0.2834 -0.1032  -0.286
O: -3.5888 -0.3166 0.0992  0.125
O: -2.1629 1.3209 0.0714  0.106
H: -0.0610 0.7183 -0.5600  0.095
H: 2.4740 0.5272 -0.7617  0.137
H: 2.0577 -1.2073 -0.1334  0.034
H: 2.0887 0.0796 1.1480  0.098


Density functional theory data (wB97M-V/def2-TZVPD) for C3H4N4 in the gas phase.

Each line ends with the Löwdin charge.
CARTESIAN COORDINATES (ANGSTROEM)
C: -1.2813 1.3383 -1.9180  -0.045
C: -0.4913 -0.6375 0.0468  0.057
C: 0.3756 0.5596 -0.0902  -0.207
N: -1.3667 2.3079 -2.7234  -0.009
N: -0.3238 3.0536 -2.4740  -0.063
N: 0.4612 2.5547 -1.5903  0.037
N: -0.1354 1.4092 -1.2254  -0.146
H: -0.2904 -1.6182 -0.4046  0.062
H: -1.2496 -0.5932 0.8311  0.057
H: 0.3655 1.1702 0.8634  0.128
H: 1.4787 0.4378 -0.3002  0.129


Density functional theory data (wB97M-V/def2-TZVPD) for 8 unconnected molecules or ions with the total composition CH19O8.

Output
multiplicity	2
net charge	+2
expectation value of S²	0.75

Each line ends with the Löwdin charge.
CARTESIAN COORDINATES (ANGSTROEM)
O: -0.9892 2.6593 1.3471  0.385
H: -1.3148 2.9603 0.4956  0.175
H: -0.3608 3.3065 1.6753  0.201
H: -0.6314 1.7698 1.2988  0.107
O: -0.8675 2.4720 -3.3334  0.411
H: -0.0090 2.0515 -3.4212  0.195
H: -0.8862 3.2468 -3.9000  0.204
H: -1.0101 2.8156 -2.4484  0.180
C: -0.3439 -0.4598 -0.5937  -0.062
O: -0.0266 0.1977 0.6408  -0.084
H: -0.0199 -1.4886 -0.4359  0.134
H: -1.4162 -0.4930 -0.7863  0.083
H: 0.1112 -0.0757 -1.5066  0.097
O: -3.3400 0.3707 0.5618  -0.022
H: -3.4749 -0.2497 1.2781  0.069
H: -2.4292 0.2389 0.2985  -0.048
O: 0.0096 -1.2974 3.3189  -0.027
H: 0.0108 -0.9591 2.4235  -0.037
H: 0.3457 -2.1900 3.2386  0.046
O: 1.1870 -4.3599 -2.0926  -0.044
H: 1.0249 -4.1632 -1.1699  0.015
H: 0.3209 -4.5502 -2.4531  0.032
O: 2.7743 1.4080 0.5691  -0.028
H: 3.1930 1.0327 -0.2056  0.049
H: 1.8818 1.0626 0.5505  -0.040
O: 2.1180 -2.1380 1.4274  -0.019
H: 2.6057 -1.7114 2.1320  0.063
H: 1.5367 -1.4561 1.0908  -0.034


Density functional theory data (wB97M-V/def2-TZVPD) for 5 unconnected molecules or ions with the total composition C24H28BClF21O12P.

Output
SMILES string	O=C(Cl)CB(CCC(F)(F)C(F)(F)C(F)(F)C(F)(F)F)P(=O)(O)O.CCOC(=O)C(F)(F)F.CCOC(=O)C(F)(F)F.CCOC(=O)C(F)(F)F.CCOC(=O)C(F)(F)F

Each line ends with the Löwdin charge.
CARTESIAN COORDINATES (ANGSTROEM)
O: 2.2437 -1.1142 -2.8449  0.108
C: 1.2519 -0.7849 -2.3581  -0.815
Cl: 0.5414 -1.6833 -0.9746  0.776
C: 0.4259 0.4061 -2.8413  -0.105
B: 0.9032 1.8129 -2.3212  -0.223
C: 0.1586 3.1657 -2.7042  -0.124
C: -0.7580 3.1219 -3.9657  -0.061
C: -2.2003 2.6506 -3.7520  -0.433
F: -2.3006 1.3410 -4.0545  0.131
F: -2.9711 3.2947 -4.6733  0.120
C: -2.8229 2.9984 -2.3867  -0.380
F: -2.3170 2.2595 -1.4019  0.170
F: -2.5491 4.2918 -2.1733  0.169
C: -4.3748 2.8717 -2.2798  -0.357
F: -4.6481 3.0214 -0.9677  0.127
F: -5.0194 3.8414 -2.8930  0.198
C: -4.9829 1.4962 -2.6939  -0.602
F: -6.1440 1.3870 -2.0512  0.180
F: -5.2837 1.4571 -3.9625  0.216
F: -4.2606 0.4759 -2.3214  0.218
P: 2.4267 2.0259 -1.1325  0.518
O: 2.5321 0.9440 -0.1419  -0.282
O: 3.8302 2.1016 -1.9500  -0.112
O: 2.2370 3.4205 -0.2885  -0.149
H: -0.6023 0.2746 -2.4534  0.106
H: 0.3172 0.3704 -3.9355  0.130
H: -0.3223 3.5437 -1.7911  0.111
H: 0.9682 3.8841 -2.9312  0.119
H: -0.7490 4.1100 -4.4390  0.135
H: -0.2926 2.4533 -4.7020  0.129
H: 3.7045 2.4252 -2.8563  0.088
H: 1.8393 3.1132 0.5449  0.081
C: -2.3259 -4.0062 5.4775  -0.059
C: -1.3121 -2.9894 4.9974  -0.197
O: -0.6332 -3.4602 3.8191  0.034
C: -1.2590 -3.2595 2.6631  -0.390
O: -2.3234 -2.7304 2.5275  0.172
C: -0.3912 -3.7685 1.5063  -0.538
F: 0.1624 -4.9646 1.7706  0.159
F: 0.6202 -2.9183 1.2471  0.051
F: -1.0948 -3.9087 0.3772  0.130
H: -1.8501 -4.9753 5.6344  0.084
H: -2.7805 -3.6801 6.4127  0.083
H: -3.1161 -4.1505 4.7398  0.079
H: -0.5430 -2.8443 5.7542  0.126
H: -1.7728 -2.0190 4.8134  0.125
C: -3.2465 3.1905 1.7326  -0.049
C: -2.9714 4.5771 2.2712  -0.189
O: -2.3495 4.5074 3.5673  0.037
C: -1.0320 4.3276 3.5702  -0.391
O: -0.3413 4.2185 2.5974  0.159
C: -0.5073 4.3232 5.0115  -0.532
F: -1.2899 3.5978 5.8267  0.162
F: -0.4606 5.5725 5.5063  0.164
F: 0.7257 3.8149 5.0843  0.168
H: -3.8396 2.6127 2.4433  0.091
H: -3.7824 3.2445 0.7854  0.055
H: -2.3161 2.6434 1.5710  0.080
H: -3.9068 5.1171 2.4089  0.128
H: -2.3590 5.1603 1.5833  0.125
C: 5.2556 1.8576 1.4706  -0.049
C: 6.0347 2.6162 0.4191  -0.201
O: 7.3010 3.0698 0.9409  0.032
C: 8.2949 2.1875 0.9180  -0.398
O: 8.2248 1.0658 0.5078  0.172
C: 9.5771 2.8338 1.4579  -0.531
F: 9.3463 3.5633 2.5623  0.158
F: 10.1218 3.6565 0.5419  0.158
F: 10.4978 1.9179 1.7712  0.165
H: 5.1381 2.4636 2.3715  0.086
H: 4.2685 1.5857 1.0964  0.044
H: 5.7768 0.9453 1.7638  0.084
H: 5.4883 3.5117 0.1259  0.120
H: 6.1811 2.0185 -0.4795  0.117
C: -0.4371 -7.7348 -0.7267  -0.051
C: -1.1991 -6.6125 -1.3987  -0.204
O: -1.6628 -7.0182 -2.7000  0.034
C: -2.8049 -7.6999 -2.7283  -0.394
O: -3.4627 -7.9984 -1.7746  0.171
C: -3.1885 -8.0149 -4.1797  -0.532
F: -2.1335 -8.4335 -4.8980  0.160
F: -3.6822 -6.9230 -4.7921  0.160
F: -4.1208 -8.9689 -4.2472  0.167
H: 0.3759 -8.0811 -1.3666  0.085
H: -0.0213 -7.3988 0.2231  0.074
H: -1.0858 -8.5912 -0.5383  0.080
H: -0.5395 -5.7615 -1.5592  0.121
H: -2.0295 -6.2667 -0.7839  0.120


| no. | maximum force (eV Å⁻¹) | calculated total energy (Eh) |
| --- | --- | --- |
| 1 | 0.68 | -360.5113 |
| 2 | 2.42 | -2209.7726 |
| 3 | 0.67 | -12690.7305 |
| 4 | 2.95 | -3053.7468 |
| 5 | 2.69 | -331.4384 |
| 6 | 4.05 | -338.3805 |
| 7 | 3.33 | -335.5190 |
| 8 | 2.28 | -650.5104 |
| 9 | 3.02 | -4757.9704 |